Entry 1:
DFT (ωB97M-V/def2-TZVPD) results for a structure of composition C22H24AsF5N5OSnTe at a distorted geometry.

Geometry as XYZ:
```
60
Properties=species:S:1:pos:R:3:mulliken_charge:R:1
Sn -1.390 -0.240 -0.396 0.70
C 0.468 1.701 -4.492 -1.13
N 0.383 0.244 -4.472 0.14
C 0.694 -0.507 -5.686 -1.06
C -0.007 -0.360 -3.342 0.58
N -0.163 0.252 -2.206 -0.27
N -0.217 -1.726 -3.443 -0.10
C -0.659 -2.585 -2.465 0.60
N -0.934 -3.826 -2.911 -0.41
N -0.733 -2.249 -1.216 -0.35
H 0.611 2.031 -5.515 0.31
H 1.311 2.059 -3.896 0.38
H -0.458 2.145 -4.123 0.41
H 1.167 0.162 -6.397 0.33
H -0.207 -0.908 -6.160 0.36
H 1.398 -1.313 -5.478 0.39
H 0.046 1.239 -2.256 0.11
H -0.342 -2.059 -4.384 0.17
H -0.923 -4.056 -3.889 0.18
H -1.321 -4.510 -2.286 0.21
H -1.074 -3.013 -0.643 0.19
C 4.787 0.390 4.527 -0.49
C 4.008 1.503 4.251 -0.69
C 3.035 1.448 3.260 -0.13
C 2.843 0.272 2.548 0.59
C 3.636 -0.840 2.815 -0.50
C 4.601 -0.784 3.809 -0.65
As 1.476 0.088 1.152 0.36
C 0.402 1.653 1.571 0.03
C 0.612 2.954 1.134 -0.84
C -0.269 3.958 1.513 -0.70
C -1.374 3.652 2.300 -0.79
C -1.587 2.354 2.741 -0.74
C -0.692 1.349 2.395 1.11
C -0.787 -0.069 2.801 0.85
C -1.758 -0.618 3.634 -0.71
C -1.707 -1.965 3.960 -0.83
C -0.701 -2.779 3.448 -0.64
C 0.256 -2.247 2.594 -0.74
C 0.217 -0.896 2.275 0.27
H 5.548 0.438 5.296 0.38
H 4.149 2.419 4.812 0.40
H 2.429 2.320 3.053 0.29
H 3.496 -1.753 2.247 0.32
H 5.206 -1.655 4.023 0.40
H 1.478 3.190 0.525 0.51
H -0.098 4.977 1.191 0.47
H -2.073 4.432 2.571 0.43
H -2.436 2.136 3.378 0.42
H -2.531 0.010 4.058 0.43
H -2.450 -2.383 4.626 0.42
H -0.662 -3.826 3.718 0.44
H 1.045 -2.876 2.197 0.39
F -2.747 1.382 -2.151 -0.49
Te -4.007 0.022 -2.585 2.14
F -4.371 1.128 -4.026 -0.37
F -5.223 -1.166 -3.294 -0.39
F -5.264 0.997 -1.658 -0.37
F -2.726 -0.668 -3.796 -0.52
O -3.412 -1.029 -1.257 -0.78
```

- LUMO level: -3.029 eV
- Orbital gap: 8.0 eV
- Net charge: +1
- Energy: -120249.1924 eV
- Spin multiplicity: 1
- Highest occupied orbital energy: -0.40645 Ha

Entry 2:
DFT (ωB97M-V/def2-TZVPD) results for an isolated molecule of C2H2OS2 at a distorted geometry.

Geometry as XYZ:
```
7
Properties=species:S:1:pos:R:3:mulliken_charge:R:1
C -0.078 0.623 -0.221 -0.48
C 1.479 0.791 0.178 0.63
O 0.834 1.524 0.993 -0.43
S 2.837 0.384 -0.796 -0.14
S 2.311 -0.679 0.860 -0.20
H -0.594 -0.127 0.200 0.33
H -0.328 1.442 -0.799 0.29
```

- SMILES: C1OC12SS2
- LUMO level: 0.033 eV
- Orbital gap: 8.4 eV
- Net charge: 0
- Energy: -25820.2218 eV
- Spin multiplicity: 1
- Highest occupied orbital energy: -0.30831 Ha

Entry 3:
DFT (ωB97M-V/def2-TZVPD) results for a structure of composition C18H20AuN2O4 at a distorted geometry.

Geometry as XYZ:
```
45
Properties=species:S:1:pos:R:3:mulliken_charge:R:1
Au -0.216 0.994 0.619 0.93
O -2.830 -3.076 -1.823 -0.62
C -2.679 -2.142 -2.774 0.40
C -3.127 -2.473 -4.053 -0.71
C -3.016 -1.570 -5.085 -0.33
C -2.454 -0.307 -4.878 -0.89
C -2.004 0.028 -3.626 -0.46
C -2.102 -0.876 -2.554 0.44
C -1.581 -0.485 -1.253 1.20
O -1.010 0.704 -1.167 -0.62
N -1.694 -1.268 -0.215 -1.03
N -1.056 -0.766 0.890 0.14
C -0.959 -1.413 2.004 0.41
C -0.307 -0.985 3.193 0.35
C -0.261 -1.924 4.251 -0.77
C 0.354 -1.630 5.436 -0.78
C 0.946 -0.372 5.599 -0.39
C 0.924 0.565 4.593 -0.55
C 0.298 0.285 3.373 0.74
O 0.289 1.267 2.479 -0.83
H -2.507 -2.739 -0.971 0.49
H -3.564 -3.451 -4.200 0.45
H -3.373 -1.845 -6.069 0.39
H -2.379 0.399 -5.693 0.43
H -1.571 1.002 -3.446 0.43
H -1.412 -2.400 1.982 0.48
H -0.725 -2.891 4.103 0.35
H 0.384 -2.357 6.235 0.43
H 1.432 -0.126 6.535 0.39
H 1.373 1.540 4.725 0.44
C 1.998 0.352 -2.249 -1.13
C 1.676 1.742 -1.760 -0.21
O 1.739 1.759 -0.298 -0.50
C 2.457 2.910 0.241 -0.25
C 3.034 2.582 1.594 -0.97
H 1.875 0.304 -3.331 0.40
H 1.331 -0.388 -1.806 0.16
H 3.024 0.079 -2.004 0.36
H 0.685 2.058 -2.078 0.13
H 2.397 2.468 -2.132 0.59
H 1.782 3.768 0.277 0.29
H 3.257 3.144 -0.462 0.37
H 2.257 2.382 2.326 0.08
H 3.617 3.434 1.943 0.44
H 3.694 1.718 1.529 0.30
```

- LUMO level (alpha / beta): -5.661 / -5.662 eV
- Orbital gap (alpha / beta): 5.6 / 5.6 eV
- Net charge: +1
- Energy: -33844.0274 eV
- Spin multiplicity: 1
- Highest occupied orbital energy (alpha / beta): -0.41385 / -0.41385 Ha

Entry 4:
DFT (ωB97M-V/def2-TZVPD) results for an isolated molecule of C4H4N2O at a distorted geometry.

Geometry as XYZ:
```
11
Properties=species:S:1:pos:R:3:mulliken_charge:R:1
C -1.985 0.903 1.146 -0.79
C -0.761 0.478 0.334 0.64
C 1.213 -0.114 -0.462 0.49
C 0.164 -1.359 -0.287 -0.14
H -1.762 2.056 1.366 0.28
H -3.089 0.792 0.661 0.29
H -1.874 0.166 2.103 0.24
H 0.551 -2.119 -0.824 0.39
N 0.377 0.937 -0.031 -0.60
N -0.970 -0.897 -0.095 -0.38
O 2.317 -0.078 -0.852 -0.42
```

- SMILES: CC1=NC(=O)C=N1
- LUMO level: -1.078 eV
- Orbital gap: 9.0 eV
- Net charge: 0
- Energy: -9237.7327 eV
- Spin multiplicity: 1
- Highest occupied orbital energy: -0.36881 Ha

Entry 5:
DFT (ωB97M-V/def2-TZVPD) results for a cluster of 2 separate species, C8H6FO3 in total at a distorted geometry.

Geometry as XYZ:
```
18
Properties=species:S:1:pos:R:3:mulliken_charge:R:1
C 2.126 -0.950 0.052 -0.26
C 1.662 -0.306 1.208 -0.54
C 1.580 -0.646 -1.174 -0.33
C 0.527 0.455 1.086 -0.05
C 0.585 0.357 -1.313 -0.46
C -0.108 0.794 -0.089 0.13
C -1.945 -1.317 -0.043 0.78
C -1.301 1.554 -0.149 -0.42
O -2.050 -1.397 -1.183 -0.39
O -1.880 -1.284 1.107 -0.43
O -2.167 1.673 0.900 -0.34
F -2.051 1.548 -1.307 -0.29
H 3.071 -1.587 0.204 0.20
H 2.226 -0.601 2.099 0.31
H 2.253 -0.906 -2.079 0.19
H 0.033 0.907 1.944 0.30
H 0.192 0.761 -2.242 0.37
H -2.753 0.946 0.978 0.21
```

- LUMO level: 3.480 eV
- Orbital gap: 4.8 eV
- Net charge: -1
- Energy: -17252.5845 eV
- Spin multiplicity: 1
- Highest occupied orbital energy: -0.04992 Ha

Entry 6:
DFT (ωB97M-V/def2-TZVPD) results for the ion C7H14NO2 with charge +1 at a distorted geometry.

Geometry as XYZ:
```
24
Properties=species:S:1:pos:R:3:mulliken_charge:R:1
C 2.371 -1.503 -0.317 -0.90
C 1.589 -0.817 0.574 -0.48
C 0.473 0.386 -1.892 -0.20
C 1.101 0.508 0.340 1.36
C -1.318 -0.044 -0.268 0.12
C 0.951 1.471 1.483 -1.63
C -1.613 -1.490 -0.047 -1.26
N -2.305 0.990 0.278 -0.14
O 1.077 1.133 -0.859 -0.43
O -0.899 0.297 -1.638 -0.43
H 2.780 -2.529 0.112 0.24
H 2.620 -1.152 -1.234 0.46
H 1.496 -1.143 1.609 0.42
H 0.535 1.092 -2.687 0.28
H 1.003 -0.578 -1.932 0.35
H 0.485 2.405 1.152 0.38
H 1.942 1.790 2.037 0.32
H 0.339 0.895 2.145 0.46
H -1.537 -1.953 -1.046 0.32
H -2.699 -1.492 0.278 0.44
H -0.946 -1.921 0.588 0.21
H -2.685 1.610 -0.392 0.34
H -1.674 1.495 1.009 0.37
H -3.083 0.550 0.709 0.37
```

- LUMO level (alpha / beta): -4.218 / -4.067 eV
- Orbital gap (alpha / beta): 7.1 / 7.7 eV
- Net charge: +1
- Energy: -13059.6941 eV
- Spin multiplicity: 1
- Highest occupied orbital energy (alpha / beta): -0.41661 / -0.43234 Ha

Entry 7:
DFT (ωB97M-V/def2-TZVPD) results for a structure of composition C32H25AsCl3N2O4SiTi at a distorted geometry.

Geometry as XYZ:
```
69
Properties=species:S:1:pos:R:3:mulliken_charge:R:1
Ti -0.820 0.201 -0.092 -0.22
O 0.862 -0.460 -5.254 -0.64
C 0.190 0.701 -5.220 0.33
C -0.003 1.357 -6.436 -0.67
C -0.681 2.555 -6.476 -0.35
C -1.189 3.137 -5.311 -0.91
C -1.004 2.497 -4.109 -0.39
C -0.314 1.277 -4.039 -0.03
C -0.149 0.617 -2.759 1.52
O -0.688 1.180 -1.664 -0.50
N 0.482 -0.507 -2.650 -1.53
N 0.396 -0.964 -1.330 1.60
C 0.866 -2.138 -1.095 -0.88
C 0.803 -2.799 0.194 0.93
C 1.297 -4.101 0.310 -0.86
C 1.231 -4.774 1.515 -0.92
C 0.665 -4.140 2.619 -0.49
C 0.170 -2.846 2.530 -1.00
C 0.238 -2.187 1.318 0.46
O -0.243 -0.933 1.198 1.00
H 0.913 -0.816 -4.348 0.58
H 0.391 0.897 -7.332 0.46
H -0.824 3.049 -7.428 0.39
H -1.726 4.074 -5.356 0.43
H -1.395 2.922 -3.195 0.49
H 1.322 -2.671 -1.927 0.32
H 1.727 -4.580 -0.562 0.46
H 1.606 -5.784 1.598 0.42
H 0.606 -4.662 3.565 0.46
H -0.277 -2.347 3.379 0.46
O -1.434 1.620 1.001 -0.40
As -0.223 2.215 2.099 1.70
C -0.225 4.086 1.953 0.35
C 0.979 4.780 1.995 -0.26
C 0.962 6.164 1.892 -0.78
C -0.245 6.831 1.740 -0.46
C -1.443 6.127 1.693 -0.74
C -1.443 4.746 1.800 -0.56
C -0.645 1.578 3.810 0.32
C -1.659 0.636 3.948 -0.48
C -1.975 0.186 5.223 -0.70
C -1.282 0.670 6.324 -0.47
C -0.270 1.610 6.171 -0.71
C 0.053 2.076 4.906 -0.38
C 1.454 1.568 1.464 0.29
C 1.824 1.951 0.173 -0.47
C 2.935 1.366 -0.419 -0.77
C 3.664 0.417 0.282 -0.47
C 3.304 0.056 1.577 -0.74
C 2.192 0.625 2.174 -0.41
H 1.921 4.259 2.104 0.44
H 1.891 6.716 1.924 0.42
H -0.253 7.909 1.652 0.41
H -2.379 6.655 1.571 0.42
H -2.376 4.199 1.754 0.43
H -2.192 0.259 3.084 0.37
H -2.765 -0.541 5.354 0.47
H -1.537 0.317 7.315 0.41
H 0.260 1.986 7.036 0.42
H 0.832 2.820 4.789 0.43
H 1.265 2.717 -0.353 0.50
H 3.228 1.654 -1.420 0.46
H 4.528 -0.044 -0.180 0.45
H 3.887 -0.678 2.117 0.45
H 1.892 0.323 3.169 0.43
Cl -3.723 -1.613 1.267 -0.30
Si -3.034 -0.936 -0.575 0.54
Cl -4.572 0.058 -1.453 -0.27
Cl -2.699 -2.630 -1.705 -0.27
```

- LUMO level: -3.752 eV
- Orbital gap: 6.9 eV
- Net charge: +1
- Energy: -174160.6471 eV
- Spin multiplicity: 1
- Highest occupied orbital energy: -0.39105 Ha

Entry 8:
DFT (ωB97M-V/def2-TZVPD) results for a structure of composition C19H13N4O6Pt at a distorted geometry.

Geometry as XYZ:
```
43
Properties=species:S:1:pos:R:3:mulliken_spin:R:1
Pt -0.586 -0.696 -0.660 0.31
O -2.583 -0.572 -0.613 0.10
C -3.148 0.576 -0.316 0.26
C -4.401 0.544 0.322 -0.09
C -5.126 1.685 0.584 0.24
C -4.618 2.951 0.197 -0.08
C -3.405 3.040 -0.410 0.15
C -2.584 1.878 -0.675 -0.03
C -1.347 2.077 -1.230 0.40
N -0.410 1.027 -1.453 0.39
N 0.775 1.369 -1.955 0.03
C 1.649 0.403 -1.753 0.09
O 1.413 -0.633 -1.015 0.12
C 2.989 0.534 -2.382 0.00
C 3.994 -0.380 -2.079 0.03
C 5.229 -0.304 -2.716 -0.02
C 5.471 0.685 -3.660 0.03
C 4.472 1.603 -3.957 -0.02
C 3.239 1.528 -3.323 0.04
H -4.783 -0.436 0.582 -0.01
H -6.081 1.614 1.093 0.03
H -5.195 3.849 0.383 0.00
H -3.020 4.008 -0.718 0.00
H -1.012 3.072 -1.482 0.02
H 3.784 -1.153 -1.349 0.00
H 6.001 -1.027 -2.480 0.00
H 6.428 0.734 -4.169 0.00
H 4.651 2.376 -4.695 0.00
H 2.450 2.233 -3.555 0.00
O -0.223 -4.673 4.112 0.00
C -0.201 -3.463 4.622 0.00
O -0.121 -3.267 5.818 0.00
C -0.250 -2.295 3.684 0.00
C -0.153 -1.014 4.152 0.00
N -0.218 -0.203 3.079 0.01
N -0.359 -0.868 1.932 0.01
C -0.385 -2.140 2.265 -0.01
C -0.555 -3.129 1.136 -0.01
O -0.559 -4.337 1.422 0.00
O -0.701 -2.693 -0.051 -0.01
H -0.295 -4.648 3.097 0.00
H -0.041 -0.652 5.165 0.00
H -0.183 0.797 3.053 0.00
```

- LUMO level (alpha / beta): 2.675 / 0.910 eV
- Orbital gap (alpha / beta): 5.7 / 6.2 eV
- Net charge: -1
- Energy: -41407.4750 eV
- Spin multiplicity: 3
- Highest occupied orbital energy (alpha / beta): -0.10989 / -0.19472 Ha

Question: Look up the net charge of the sixth one.
Answer: +1